Entry 1:
{
  "formula": "C2H6N5",
  "method": "ωB97M-V/def2-TZVPD",
  "total_charge": 1,
  "gap_ha": 0.3247,
  "total_energy_ev": -9609.8865,
  "max_force_ev_per_a": 6.0,
  "lumo_ev": -5.1054,
  "e_above_lowest_ev": 5.1295,
  "species": ["C", "C", "N", "N", "N", "N", "N", "H", "H", "H", "H", "H", "H"],
  "xyz": [[2.6439, 0.3864, 0.0107], [-2.6427, -0.2371, 0.0585], [0.7308, -1.1080, 0.2721], [-0.2709, -1.7017, 0.2064], [-0.7164, 1.2365, 0.2230], [1.4169, -0.1752, 0.4966], [-1.4922, 0.4742, 0.1715], [3.5467, -0.2192, 0.2110], [2.6441, 0.4463, -1.1474], [2.8978, 1.2806, 0.3894], [-3.3634, 0.4495, 0.2844], [-2.8660, -0.6418, -0.8492], [-2.6860, -0.9389, 0.8232]]
}

***

Entry 2:
{
  "formula": "C25H32GeN2PtSi",
  "method": "ωB97M-V/def2-TZVPD",
  "total_charge": 0,
  "gap_ha": [0.2056, 0.2056],
  "total_energy_ev": -97060.8640,
  "max_force_ev_per_a": 1.8,
  "lumo_ev": [-1.2138, -1.2135],
  "e_above_lowest_ev": 4.4446,
  "species": ["Pt", "C", "C", "C", "C", "C", "H", "H", "H", "H", "H", "C", "N", "C", "C", "N", "C", "H", "H", "H", "H", "H", "H", "C", "Ge", "C", "C", "C", "H", "H", "H", "H", "H", "H", "H", "H", "H", "H", "C", "C", "C", "C", "C", "C", "Si", "C", "C", "C", "C", "C", "C", "H", "H", "H", "H", "H", "H", "H", "H", "H", "H", "H"],
  "xyz": [[-0.1737, 1.0010, 0.2612], [-1.1062, 2.3788, 1.8291], [-2.2353, 2.9688, 1.1920], [-1.7651, 3.9666, 0.3311], [-0.3580, 4.0306, 0.4095], [0.0792, 3.0630, 1.3188], [-1.1411, 1.7788, 2.7255], [-3.2669, 2.7074, 1.3731], [-2.3867, 4.5931, -0.2972], [0.2853, 4.7067, -0.1353], [1.0676, 3.0341, 1.7532], [0.4183, -1.2162, -4.7705], [0.5058, -1.2005, -3.3210], [0.2606, -2.2555, -2.4749], [0.4638, -1.7850, -1.2137], [0.8400, -0.4625, -1.2722], [0.8375, -0.1460, -2.5533], [1.0712, -1.9836, -5.1818], [0.7237, -0.2454, -5.1522], [-0.6024, -1.4176, -5.0900], [-0.0290, -3.2289, -2.8318], [0.3879, -2.3122, -0.2762], [1.1067, 0.8168, -2.9614], [-2.9599, -0.7317, -1.1431], [-2.8269, 1.0546, -1.9487], [-4.3375, 2.1409, -1.3399], [-2.9959, 0.8809, -3.9067], [-1.0843, 1.7628, -1.3999], [-3.9559, -0.9242, -0.7426], [-2.2453, -0.7943, -0.3220], [-2.7198, -1.5157, -1.8626], [-5.1809, 1.9543, -2.0059], [-4.1092, 3.2054, -1.3461], [-4.6079, 1.8487, -0.3270], [-4.0244, 0.6284, -4.1670], [-2.3441, 0.0944, -4.2899], [-2.7323, 1.8175, -4.4011], [-0.6994, 2.6948, -1.8247], [5.6341, 0.4117, 1.6176], [4.9620, -0.4807, 0.7940], [3.5834, -0.6155, 0.8916], [2.8438, 0.1172, 1.8274], [3.5423, 1.0123, 2.6429], [4.9197, 1.1637, 2.5390], [0.9706, -0.0567, 2.0537], [0.4977, -1.8357, 2.4995], [-0.6338, -2.0381, 3.2960], [-0.9901, -3.3043, 3.7373], [-0.2156, -4.4046, 3.3920], [0.9044, -4.2296, 2.5930], [1.2501, -2.9592, 2.1455], [6.7089, 0.5196, 1.5406], [5.5119, -1.0744, 0.0731], [3.0736, -1.2975, 0.2194], [3.0001, 1.5928, 3.3816], [5.4360, 1.8639, 3.1842], [0.7684, 0.6380, 3.3654], [-1.2351, -1.1845, 3.5937], [-1.8685, -3.4304, 4.3583], [-0.4778, -5.3898, 3.7566], [1.5141, -5.0842, 2.3249], [2.1404, -2.8429, 1.5378]]
}

***

Entry 3:
{
  "formula": "C4H5NO2S",
  "method": "ωB97M-V/def2-TZVPD",
  "total_charge": 0,
  "gap_ha": [0.2955, 0.2956],
  "total_energy_ev": -20644.2465,
  "max_force_ev_per_a": 3.5,
  "lumo_ev": [-0.6377, -0.6368],
  "e_above_lowest_ev": 5.9332,
  "smiles": "C=[S@@]1(=O)C=CC(=O)N1",
  "species": ["C", "C", "C", "C", "N", "O", "O", "S", "H", "H", "H", "H", "H"],
  "xyz": [[1.8120, -0.4040, 1.0777], [0.5976, -0.8754, 1.2237], [1.8303, 0.8186, 0.1329], [-1.8805, 0.7031, -0.9961], [0.6932, 1.1290, -0.4769], [2.9440, 1.2272, -0.1526], [-0.9958, 1.4142, 1.4468], [-0.7546, 0.5623, 0.3236], [2.8364, -0.7320, 1.1970], [-0.0431, -1.4822, 1.7600], [-2.8545, 0.9974, -0.7400], [-1.7122, -0.1185, -1.6774], [0.7126, 1.8649, -1.1488]]
}

***

Entry 4:
{
  "formula": "C37H65N6O14P3S",
  "method": "ωB97M-V/def2-TZVPD",
  "total_charge": 0,
  "gap_ha": 0.2809,
  "total_energy_ev": -115736.0900,
  "max_force_ev_per_a": 2.1,
  "lumo_ev": 0.2099,
  "smiles": "COP(=O)(OC)OC.COP(=O)(OC)OC.COP(=O)(OC)OC.O=S1(=O)CCCC1.c1cc[nH]c1.c1cc[nH]c1.c1cc[nH]c1.c1cc[nH]c1.c1cc[nH]c1.c1cc[nH]c1",
  "species": ["C", "C", "C", "S", "O", "O", "C", "H", "H", "H", "H", "H", "H", "H", "H", "C", "O", "P", "O", "O", "C", "O", "C", "H", "H", "H", "H", "H", "H", "H", "H", "H", "C", "O", "P", "O", "O", "C", "O", "C", "H", "H", "H", "H", "H", "H", "H", "H", "H", "C", "O", "P", "O", "O", "C", "O", "C", "H", "H", "H", "H", "H", "H", "H", "H", "H", "N", "C", "C", "C", "C", "H", "H", "H", "H", "H", "N", "C", "C", "C", "C", "H", "H", "H", "H", "H", "N", "C", "C", "C", "C", "H", "H", "H", "H", "H", "N", "C", "C", "C", "C", "H", "H", "H", "H", "H", "N", "C", "C", "C", "C", "H", "H", "H", "H", "H", "N", "C", "C", "C", "C", "H", "H", "H", "H", "H"],
  "xyz": [[2.1517, 6.0733, -2.8826], [0.8724, 5.2440, -2.8357], [0.2783, 5.2968, -1.4091], [1.7698, 5.2043, -0.3565], [2.2795, 3.8591, -0.4463], [1.5705, 5.8427, 0.9225], [2.7190, 6.2536, -1.4773], [1.8994, 7.0591, -3.2917], [2.8820, 5.7761, -3.6376], [1.1071, 4.1923, -3.0188], [0.1701, 5.5462, -3.6092], [-0.4404, 4.5407, -1.1114], [-0.1020, 6.2949, -1.1754], [3.7793, 6.1092, -1.2871], [2.4750, 7.2758, -1.1852], [6.4409, 0.2769, 3.7759], [7.1150, 0.9252, 2.6897], [6.6953, 0.6422, 1.1993], [6.8249, -0.7495, 0.7250], [5.1821, 1.1487, 1.0792], [4.6202, 1.4936, -0.1932], [7.6323, 1.6731, 0.4252], [7.7676, 1.6096, -0.9767], [6.2146, 1.0644, 4.4958], [7.0535, -0.5199, 4.1850], [5.4537, -0.1191, 3.5199], [5.1931, 1.0758, -1.0244], [4.6362, 2.5719, -0.3340], [3.6235, 1.0685, -0.2095], [8.8094, 1.8041, -1.2275], [7.2446, 2.4213, -1.4978], [7.3946, 0.6853, -1.4119], [-7.3733, 0.2888, 3.6055], [-6.1073, 0.4009, 2.9580], [-5.8472, -0.2098, 1.5209], [-6.8142, -1.2129, 1.0712], [-5.6824, 1.0852, 0.5895], [-6.6969, 2.0524, 0.5237], [-4.3447, -0.7212, 1.5907], [-3.3121, 0.1409, 2.1149], [-7.3474, -0.4267, 4.4283], [-8.1728, 0.0097, 2.9217], [-7.6055, 1.2541, 4.0600], [-7.2934, 2.0402, 1.4427], [-7.4071, 1.8839, -0.2887], [-6.3674, 3.0853, 0.4158], [-3.6464, 1.1692, 2.2241], [-2.4907, 0.1244, 1.3964], [-2.8774, -0.2369, 3.0383], [-3.6306, 0.4706, -2.3218], [-3.7568, 1.7037, -3.0349], [-2.4995, 2.3982, -3.6893], [-1.3166, 2.6513, -2.8422], [-3.1293, 3.7195, -4.3120], [-3.1198, 4.9382, -3.5682], [-2.2199, 1.4806, -4.9398], [-1.2363, 1.8827, -5.8818], [-3.6065, 0.6093, -1.2385], [-2.7455, -0.0903, -2.6322], [-4.4878, -0.1717, -2.5170], [-3.2558, 4.7551, -2.5000], [-3.9989, 5.4984, -3.8788], [-2.2000, 5.4895, -3.7418], [-0.2279, 1.8451, -5.4614], [-1.4060, 2.9085, -6.2190], [-1.2374, 1.2422, -6.7592], [5.1471, -2.8621, 1.9103], [3.8160, -2.6164, 2.1856], [3.3189, -3.7594, 2.7809], [4.3184, -4.7379, 2.7472], [5.4470, -4.1395, 2.2495], [5.7354, -2.1947, 1.4318], [3.4009, -1.6246, 2.1221], [2.3484, -3.8744, 3.2279], [4.2239, -5.7703, 3.0441], [6.4406, -4.5427, 2.1374], [-3.1190, -4.7654, 2.8318], [-3.1238, -3.4050, 2.6816], [-1.8279, -2.9747, 2.6307], [-0.9987, -4.1328, 2.6954], [-1.8217, -5.2057, 2.8548], [-3.8808, -5.4134, 2.8249], [-4.0805, -2.9149, 2.5932], [-1.4819, -1.9596, 2.5301], [0.0721, -4.1078, 2.6732], [-1.6223, -6.2548, 2.9970], [-0.3721, 0.5176, -1.2209], [0.9939, 0.5062, -1.2425], [1.4165, -0.6822, -0.6735], [0.2546, -1.3621, -0.2385], [-0.8234, -0.5958, -0.5829], [-0.9176, 1.2878, -1.5995], [1.5320, 1.3987, -1.5218], [2.4547, -0.9356, -0.5299], [0.2850, -2.3337, 0.2306], [-1.8829, -0.7792, -0.5067], [-2.9993, -2.9632, -0.4336], [-3.9948, -2.5191, -1.2518], [-3.5750, -2.7079, -2.5390], [-2.3380, -3.3752, -2.5123], [-1.9465, -3.4112, -1.1758], [-2.9724, -2.9286, 0.5789], [-4.8850, -2.0264, -0.8979], [-4.0888, -2.3930, -3.4354], [-1.6340, -3.6029, -3.2972], [-1.0358, -3.6880, -0.6754], [2.0749, -6.3013, -0.8152], [1.9255, -4.9483, -0.6333], [1.2600, -4.4727, -1.7413], [0.7916, -5.5869, -2.4680], [1.3478, -6.7082, -1.8979], [2.6513, -6.8411, -0.2009], [2.3947, -4.5102, 0.2335], [0.9959, -3.4454, -1.9423], [0.1942, -5.5305, -3.3611], [1.2711, -7.7476, -2.1684], [0.4589, 0.4835, 2.3020], [0.5373, 1.8409, 2.1867], [0.0590, 2.4036, 3.3496], [-0.3844, 1.3315, 4.1653], [-0.1281, 0.1603, 3.4932], [0.8435, -0.1557, 1.6219], [0.9513, 2.2677, 1.2864], [0.0950, 3.4631, 3.5395], [-0.7909, 1.3293, 5.1659], [-0.1841, -0.8808, 3.7657]]
}

***

Entry 5:
{
  "formula": "C5H7N",
  "method": "ωB97M-V/def2-TZVPD",
  "total_charge": 0,
  "gap_ha": 0.3771,
  "total_energy_ev": -6787.1621,
  "max_force_ev_per_a": 1.5,
  "lumo_ev": 0.7892,
  "e_above_lowest_ev": 1.3505,
  "smiles": "C[C@H]1C=CC=N1",
  "species": ["C", "C", "C", "C", "C", "N", "H", "H", "H", "H", "H", "H", "H"],
  "xyz": [[-1.5919, -0.4350, 0.9908], [-0.2536, -0.2238, 0.3123], [-0.0260, -0.0804, -1.1437], [1.1989, 0.4812, -1.2857], [1.6473, 0.8225, 0.0452], [0.7950, 0.5260, 0.9820], [-1.4608, -0.5521, 2.0712], [-2.2933, 0.3926, 0.8380], [-2.0796, -1.3446, 0.6197], [-0.7396, -0.3513, -1.9117], [1.7593, 0.6421, -2.1969], [2.6200, 1.2387, 0.2919], [0.4063, -1.1443, 0.3585]]
}

***

- Which formula does entry 3 have?
  C4H5NO2S